{"formula": "C28H49BN5O5P3RuTe", "method": "ωB97M-V/def2-TZVPD", "e_above_lowest_ev": 0.000, "e_lumo_ev": [-1.957, -3.700], "s2": 8.7720, "e_tot_ev": -85935.16200, "e_homo_ev": [-8.93, -10.84], "multiplicity": 6, "total_charge": 1, "symbols": ["Ru", "C", "P", "C", "C", "C", "P", "C", "C", "H", "H", "H", "H", "H", "H", "H", "H", "H", "H", "H", "H", "H", "H", "H", "H", "C", "Te", "C", "H", "H", "H", "H", "H", "H", "O", "B", "O", "C", "C", "C", "C", "C", "C", "H", "H", "H", "H", "C", "C", "C", "C", "C", "C", "O", "N", "C", "O", "N", "C", "O", "H", "H", "H", "H", "H", "H", "H", "H", "H", "H", "H", "C", "N", "C", "N", "C", "N", "C", "P", "C", "C", "H", "H", "H", "H", "H", "H", "H", "H", "H", "H", "H", "H"], "xyz": [[-1.2598, 0.2557, 0.5803], [-1.9822, 2.5194, 3.7005], [-2.6424, 1.9187, 2.1173], [-4.3962, 1.5701, 2.4986], [-2.7836, 3.4562, 1.1208], [-3.2687, 3.1258, -0.2947], [-2.0986, 1.9710, -1.1145], [-3.0048, 1.4479, -2.6060], [-0.8471, 3.1108, -1.7848], [-2.6178, 3.3022, 4.1167], [-0.9764, 2.9085, 3.5443], [-1.9029, 1.6897, 4.4005], [-4.9115, 2.4754, 2.8243], [-4.4493, 0.8329, 3.2978], [-4.9053, 1.1596, 1.6265], [-1.7929, 3.9188, 1.0860], [-3.4562, 4.1624, 1.6132], [-3.3670, 4.0272, -0.9038], [-4.2526, 2.6499, -0.2610], [-3.3952, 2.3081, -3.1519], [-3.8304, 0.7902, -2.3320], [-2.3282, 0.8969, -3.2603], [-1.3297, 3.9059, -2.3560], [-0.1532, 2.5740, -2.4306], [-0.2620, 3.5437, -0.9735], [-3.6015, -3.0602, 1.5480], [-1.9308, -1.9692, 2.3110], [-2.8858, -1.4461, 4.1244], [-4.4653, -2.4063, 1.4608], [-3.8244, -3.8949, 2.2070], [-3.3370, -3.4429, 0.5634], [-2.8921, -2.3192, 4.7704], [-3.9029, -1.1189, 3.9307], [-2.2903, -0.6566, 4.5729], [3.5046, 0.4704, -1.7528], [2.3485, 1.2308, -1.6606], [2.0683, 1.9324, -2.8169], [3.0916, 1.5755, -3.6837], [3.2906, 1.9848, -4.9783], [4.4114, 1.4648, -5.6262], [5.2761, 0.5831, -4.9876], [5.0612, 0.1791, -3.6692], [3.9540, 0.6995, -3.0490], [2.6162, 2.6764, -5.4631], [4.6135, 1.7589, -6.6465], [6.1359, 0.2032, -5.5208], [5.7284, -0.5017, -3.1606], [2.1360, 2.8570, 3.4115], [2.2530, 1.5722, 4.2214], [2.2343, 0.2872, 3.3672], [2.4459, -0.9403, 4.2663], [2.4005, -2.2567, 3.4992], [3.3947, 0.3680, 2.3840], [4.5498, 0.3098, 2.7394], [3.0779, 0.5268, 1.0547], [1.7999, 0.4433, 0.5241], [1.5355, 1.2763, -0.5696], [0.7198, 0.3511, 1.3696], [0.8659, 0.1863, 2.7060], [-0.1271, -0.0312, 3.4189], [2.0798, 3.7207, 4.0732], [1.2436, 2.8567, 2.7786], [3.0008, 2.9965, 2.7603], [1.4332, 1.4888, 4.9373], [3.1896, 1.5715, 4.7809], [1.6726, -0.9232, 5.0346], [3.4145, -0.8222, 4.7524], [1.4318, -2.3993, 3.0101], [2.5533, -3.0991, 4.1727], [3.1832, -2.3009, 2.7391], [3.8582, 0.4406, 0.4145], [-0.6757, -2.6643, -4.1628], [0.5507, -2.3317, -3.4408], [1.0080, -3.5197, -2.7175], [0.0004, -4.0778, -1.8174], [-1.2048, -4.3670, -2.5895], [-1.7334, -3.2096, -3.3104], [-2.2578, -2.2011, -2.4015], [-0.9465, -1.5394, -1.2579], [0.3656, -1.2079, -2.5302], [-0.2794, -3.1843, -0.6992], [-0.4295, -3.4142, -4.9158], [-1.0486, -1.7728, -4.6714], [1.9029, -3.2687, -2.1452], [1.2655, -4.2834, -3.4526], [-1.9762, -4.7568, -1.9223], [-0.9606, -5.1375, -3.3223], [-3.0690, -2.6241, -1.8036], [-2.6793, -1.3761, -2.9798], [1.3019, -1.0413, -1.9957], [0.1226, -0.3004, -3.0915], [-0.9954, -3.6604, -0.0237], [0.6354, -3.0059, -0.1264]]}

---

{"formula": "C28H49BrIrNO3P3", "method": "ωB97M-V/def2-TZVPD", "e_above_lowest_ev": 0.000, "e_lumo_ev": [-12.028, -15.270], "s2": 8.7969, "e_tot_ev": -138169.03477, "e_homo_ev": [-18.91, -21.05], "multiplicity": 6, "total_charge": 4, "symbols": ["N", "C", "C", "C", "C", "C", "C", "Ir", "P", "C", "C", "C", "C", "C", "C", "C", "Br", "H", "H", "H", "H", "H", "H", "H", "H", "H", "H", "P", "C", "C", "H", "H", "H", "H", "H", "C", "C", "H", "H", "H", "H", "H", "C", "C", "H", "H", "H", "H", "H", "C", "C", "H", "H", "H", "H", "H", "C", "C", "H", "H", "H", "H", "H", "C", "C", "H", "H", "H", "H", "H", "C", "O", "P", "O", "C", "O", "C", "H", "H", "H", "H", "H", "H", "H", "H", "H"], "xyz": [[-5.2132, -0.5310, 3.0436], [-4.2539, 0.1815, 3.6376], [-3.2107, 0.7751, 2.9164], [-3.1796, 0.6261, 1.5156], [-4.2330, -0.0679, 0.8988], [-5.2268, -0.6404, 1.7139], [-2.0852, 1.2301, 0.7560], [-0.1814, 0.0816, 0.1270], [1.6930, 0.6849, -1.1132], [-1.9769, 1.0290, -0.6573], [-1.6450, 2.1805, -1.5300], [-1.9787, 2.1440, -2.8984], [-1.4343, 3.0953, -3.7624], [-0.5385, 4.0254, -3.2291], [-0.3827, 4.2194, -1.8558], [-0.9474, 3.2677, -1.0009], [0.6178, 5.0267, -4.4071], [-1.6080, 2.0819, 1.2447], [-2.5643, 0.2545, -1.1543], [-2.4419, 1.3329, 3.4341], [-4.3172, -0.1745, -0.1833], [-4.3071, 0.2939, 4.7234], [-6.0511, -1.1945, 1.2557], [-2.6187, 1.3361, -3.2664], [-0.7682, 3.3498, 0.0712], [-1.6505, 3.0780, -4.8262], [0.1970, 5.0477, -1.4700], [-0.6042, -2.1653, -0.3194], [2.3352, 2.2852, -0.4451], [3.0883, 3.1886, -1.4118], [2.9478, 2.0756, 0.4462], [1.4407, 2.8151, -0.0785], [3.4580, 4.0645, -0.8614], [3.9645, 2.6993, -1.8586], [2.4324, 3.5662, -2.2075], [1.2326, 0.9638, -2.8776], [2.3785, 0.9441, -3.8860], [0.6870, 1.9208, -2.9338], [0.4957, 0.1849, -3.1362], [1.9827, 1.1726, -4.8856], [3.1399, 1.7010, -3.6589], [2.8510, -0.0454, -3.9293], [3.0230, -0.5706, -0.9967], [4.4282, -0.0691, -1.2996], [2.7708, -1.4312, -1.6384], [2.9683, -0.9296, 0.0429], [5.1315, -0.9077, -1.2435], [4.5187, 0.3592, -2.3039], [4.7521, 0.6777, -0.5669], [0.3245, -3.5438, 0.4545], [1.7940, -3.6663, 0.1018], [-0.1948, -4.4727, 0.1769], [0.2169, -3.4406, 1.5413], [2.1852, -4.6003, 0.5203], [1.9807, -3.6856, -0.9766], [2.3635, -2.8499, 0.5523], [-0.4279, -2.4724, -2.1181], [-1.4136, -1.7226, -3.0050], [-0.5427, -3.5571, -2.2613], [0.6074, -2.2166, -2.3887], [-1.1601, -1.9079, -4.0578], [-2.4498, -2.0507, -2.8457], [-1.3774, -0.6385, -2.8328], [-2.3271, -2.6757, 0.0469], [-2.6059, -3.0154, 1.5048], [-2.5408, -3.5528, -0.5805], [-3.0031, -1.8769, -0.2853], [-3.6712, -3.2435, 1.6243], [-2.0375, -3.8870, 1.8497], [-2.3828, -2.1717, 2.1678], [2.0771, -2.1330, 3.5774], [1.6136, -1.5262, 2.3373], [0.8702, -0.1052, 2.1078], [-0.1489, 0.1427, 3.3393], [-0.6975, -0.8061, 4.2960], [2.0479, 0.9853, 2.3671], [1.9262, 2.1375, 3.2378], [3.0377, -2.6144, 3.3520], [1.3453, -2.8939, 3.8885], [2.2363, -1.3953, 4.3893], [-1.1110, -1.6949, 3.7901], [0.0747, -1.0918, 5.0248], [-1.5128, -0.2895, 4.8118], [1.0428, 2.7469, 3.0025], [1.9106, 1.8231, 4.2896], [2.8344, 2.7299, 3.0657]]}

---

Max |F| in Eh/bohr, matching the order above: 0.0056 0.0844